(1)
Below is a cluster of 4 separate species, C10H29NO7 in total at a distorted geometry, with properties calculated with wB97M-V/def2-TZVPD.

Structure (XYZ):
```
47
C10H29NO7 | the OMol25 dataset | wB97M-V/def2-TZVPD
C -4.196 2.316 2.106
O -3.652 1.206 1.434
C -2.274 1.336 1.163
C -1.872 2.471 0.239
C -2.438 2.187 -1.202
N -0.384 2.518 0.194
H -3.692 2.517 3.059
H -5.236 2.078 2.313
H -4.138 3.248 1.538
H -1.684 1.360 2.091
H -1.956 0.391 0.707
H -2.261 3.460 0.475
H -1.822 1.404 -1.641
H -2.473 3.071 -1.835
H -3.454 1.800 -1.086
H -0.177 3.416 -0.233
H -0.070 1.803 -0.450
O 4.600 -0.740 1.889
C 4.768 0.685 1.977
C 3.513 1.348 2.533
O 3.509 1.425 3.942
H 5.470 -1.124 2.033
H 5.626 0.945 2.606
H 5.017 1.093 0.990
H 2.628 0.799 2.192
H 3.525 2.353 2.105
H 3.742 0.562 4.302
O 3.722 -1.819 -2.095
C 2.526 -1.074 -2.237
C 1.657 -1.147 -0.994
O 2.409 -0.627 0.084
H 3.946 -1.754 -1.156
H 2.832 -0.024 -2.350
H 1.971 -1.299 -3.148
H 1.286 -2.177 -0.879
H 0.701 -0.611 -1.041
H 2.570 -1.258 0.792
O -2.230 -1.476 -1.898
C -1.714 -2.681 -2.480
C -2.407 -3.886 -1.851
O -3.819 -3.735 -1.870
H -3.139 -1.659 -1.627
H -1.956 -2.708 -3.549
H -0.668 -2.730 -2.186
H -2.105 -3.881 -0.793
H -2.013 -4.765 -2.372
H -4.190 -4.618 -1.791
```

Output
LUMO level   0.5382 eV
E_tot   -26660.135 eV
HOMO   -9.156 eV
Energy above the lowest of the compared OMol25 structures with the same formula, charge and spin   17.78 kJ/mol
SMILES string   COC[C@H](C)N.OCCO.OCCO.OCCO

---

(2)
Below is a cluster of 16 separate species, C64H128O32S8 in total at a distorted geometry, with properties calculated with wB97M-V/def2-TZVPD.

Structure (XYZ):
```
232
C64H128O32S8 | the OMol25 dataset | wB97M-V/def2-TZVPD
O 1.716 -2.959 5.457
C 0.644 -3.496 5.298
O -0.144 -3.217 4.228
C 0.355 -2.102 3.385
C -0.617 -1.892 2.216
C 0.135 -4.522 6.254
H 1.362 -2.269 2.978
H 0.511 -1.262 4.058
H -0.712 -2.772 1.592
H -0.329 -1.073 1.543
H -1.565 -1.565 2.655
H 0.900 -5.295 6.355
H -0.805 -4.982 5.966
H -0.044 -4.115 7.243
O -3.369 -4.245 4.410
C -3.756 -3.154 4.798
O -4.271 -2.319 3.916
C -4.448 -2.844 2.548
C -4.793 -1.671 1.596
C -3.677 -2.713 6.188
H -5.268 -3.540 2.618
H -3.603 -3.472 2.295
H -5.579 -1.073 2.045
H -5.181 -2.023 0.654
H -3.878 -1.100 1.485
H -4.713 -2.514 6.500
H -3.197 -1.724 6.198
H -3.246 -3.461 6.804
O 3.217 6.389 -3.389
C 2.797 5.238 -3.450
O 3.380 4.346 -4.200
C 4.497 4.773 -5.017
C 4.008 5.423 -6.343
C 1.644 4.744 -2.683
H 5.026 3.841 -5.219
H 5.168 5.381 -4.404
H 4.847 5.867 -6.872
H 3.341 6.225 -6.052
H 3.579 4.637 -6.972
H 1.566 5.267 -1.730
H 1.774 3.689 -2.452
H 0.735 4.946 -3.288
O 2.147 1.757 4.651
C 0.964 1.982 4.641
O 0.191 1.725 3.567
C 0.816 1.389 2.319
C 1.353 2.694 1.623
C 0.174 2.433 5.774
H 0.055 0.931 1.705
H 1.638 0.696 2.475
H 1.936 2.434 0.737
H 2.013 3.265 2.282
H 0.495 3.302 1.329
H 0.769 2.703 6.644
H -0.478 1.620 6.085
H -0.326 3.372 5.465
O 5.028 -4.893 -4.129
C 5.927 -5.450 -3.544
O 6.070 -5.352 -2.174
C 5.056 -4.679 -1.443
C 5.256 -3.169 -1.428
C 7.027 -6.242 -4.177
H 5.115 -5.102 -0.443
H 4.061 -4.928 -1.842
H 5.634 -2.771 -2.376
H 6.032 -2.803 -0.742
H 4.287 -2.778 -1.118
H 6.933 -6.183 -5.245
H 6.988 -7.266 -3.831
H 7.946 -5.758 -3.897
O 0.977 -3.987 -2.606
C 1.420 -4.002 -3.737
O 1.222 -5.008 -4.607
C 0.762 -6.286 -3.990
C 1.861 -7.007 -3.240
C 2.086 -2.803 -4.349
H 0.346 -6.815 -4.832
H -0.002 -5.951 -3.305
H 2.353 -6.172 -2.754
H 2.579 -7.594 -3.795
H 1.449 -7.704 -2.498
H 1.319 -2.267 -4.938
H 2.933 -3.086 -4.988
H 2.470 -2.097 -3.637
O -1.220 1.627 -2.157
C -1.374 1.096 -1.076
O -0.495 0.219 -0.539
C 0.736 0.089 -1.369
C 1.640 -1.002 -0.672
C -2.493 1.418 -0.131
H 1.267 1.064 -1.367
H 0.464 -0.063 -2.410
H 1.673 -0.954 0.421
H 2.645 -0.829 -1.067
H 1.407 -2.047 -0.940
H -3.441 1.480 -0.669
H -2.314 2.418 0.327
H -2.668 0.627 0.592
O -1.441 -0.008 -5.508
C -0.653 0.916 -5.361
O 0.609 0.566 -5.202
C 1.546 1.575 -4.735
C 2.889 0.912 -4.387
C -1.056 2.418 -5.441
H 1.154 2.078 -3.831
H 1.626 2.338 -5.530
H 2.758 0.017 -3.787
H 3.540 1.643 -3.904
H 3.440 0.653 -5.301
H -1.923 2.464 -6.085
H -0.244 3.005 -5.872
H -1.408 2.742 -4.461
C -4.319 1.193 5.376
C -3.324 1.050 4.230
C -2.979 2.454 3.757
S -4.564 3.381 3.864
O -5.216 3.589 2.578
O -4.252 4.536 4.717
C -5.403 2.091 4.828
H -3.834 1.628 6.271
H -4.693 0.201 5.688
H -3.824 0.400 3.510
H -2.447 0.553 4.632
H -2.589 2.595 2.750
H -2.312 3.034 4.399
H -5.990 1.529 4.093
H -6.094 2.575 5.487
C -7.368 1.491 0.993
C -7.016 1.453 -0.472
C -7.387 0.042 -0.940
S -8.681 -0.598 0.179
O -8.219 -1.601 1.130
O -9.861 -0.906 -0.584
C -8.798 1.047 0.974
H -7.136 2.464 1.419
H -6.712 0.770 1.512
H -5.952 1.619 -0.627
H -7.540 2.227 -1.053
H -6.520 -0.618 -0.800
H -7.659 -0.125 -1.978
H -9.275 0.911 1.917
H -9.459 1.621 0.322
C 7.195 2.081 -2.133
C 6.645 0.634 -2.106
C 6.037 0.412 -0.738
S 5.181 1.973 -0.404
O 5.372 2.465 0.931
O 3.823 1.959 -0.860
C 6.070 2.983 -1.667
H 7.602 2.344 -3.120
H 8.032 2.092 -1.425
H 7.407 -0.066 -2.389
H 5.828 0.456 -2.818
H 6.829 0.320 0.021
H 5.324 -0.406 -0.627
H 6.332 3.917 -1.143
H 5.303 3.221 -2.411
C -0.569 -6.554 0.916
C -0.067 -5.390 0.054
C 1.361 -4.980 0.450
S 1.867 -6.251 1.721
O 2.757 -5.740 2.724
O 2.250 -7.457 1.042
C 0.132 -6.367 2.291
H -0.321 -7.505 0.472
H -1.635 -6.480 1.119
H -0.692 -4.519 0.260
H -0.154 -5.689 -0.987
H 1.403 -3.967 0.876
H 2.126 -5.002 -0.339
H -0.066 -5.425 2.825
H 0.012 -7.246 2.907
C 6.013 -1.625 4.787
C 5.841 -3.144 4.359
C 4.715 -3.262 3.341
S 4.687 -1.523 2.679
O 3.446 -1.175 1.981
O 5.925 -1.182 1.970
C 4.759 -0.861 4.379
H 6.944 -1.233 4.339
H 6.090 -1.528 5.868
H 5.621 -3.752 5.235
H 6.818 -3.505 4.029
H 3.712 -3.464 3.731
H 4.872 -3.908 2.495
H 3.813 -1.069 4.887
H 4.838 0.214 4.239
C -2.181 7.977 1.924
C -0.684 8.029 2.239
C -0.113 6.668 1.827
S -1.350 5.459 2.327
O -0.922 4.969 3.608
O -1.661 4.460 1.315
C -2.700 6.664 2.466
H -2.328 8.000 0.829
H -2.661 8.840 2.371
H -0.426 8.202 3.289
H -0.199 8.783 1.631
H 0.817 6.369 2.298
H 0.057 6.605 0.743
H -2.881 6.756 3.539
H -3.549 6.261 1.916
C -3.374 5.419 -1.721
C -3.499 4.607 -3.029
C -3.066 5.553 -4.180
S -2.050 6.847 -3.268
O -2.868 8.037 -3.004
O -0.770 7.079 -3.920
C -1.884 5.875 -1.786
H -3.555 4.697 -0.936
H -4.067 6.264 -1.639
H -4.447 4.185 -3.260
H -2.728 3.866 -2.957
H -3.944 6.128 -4.481
H -2.517 5.138 -5.026
H -1.608 6.537 -0.969
H -1.143 5.094 -1.951
C -3.268 -1.829 -2.910
C -1.928 -2.628 -2.843
C -2.274 -4.119 -2.980
S -3.757 -4.205 -1.969
O -3.402 -3.818 -0.561
O -4.498 -5.422 -2.207
C -4.504 -2.782 -2.850
H -3.280 -1.172 -3.775
H -3.380 -1.084 -2.121
H -1.407 -2.583 -1.869
H -1.266 -2.216 -3.598
H -1.549 -4.833 -2.627
H -2.524 -4.464 -3.993
H -5.421 -2.442 -2.388
H -4.844 -3.173 -3.823
```

Output
LUMO level   0.3010 eV
E_tot   -220645.039 eV
HOMO   -9.914 eV
Energy above the lowest of the compared OMol25 structures with the same formula, charge and spin   0.00 kJ/mol

---

(3)
Below is the molecule C2H3F2OP at a distorted geometry, with properties calculated with wB97M-V/def2-TZVPD.

Structure (XYZ):
```
9
C2H3F2OP | the OMol25 dataset | wB97M-V/def2-TZVPD
O 0.749 0.055 -2.126
C -0.177 0.070 -1.373
C -0.127 -0.514 0.025
F 0.301 -1.801 0.034
F -1.372 -0.531 0.579
P 1.067 0.507 1.108
H -1.141 0.564 -1.595
H 0.227 1.623 1.072
H 0.473 0.028 2.277
```

Output
LUMO level   0.0895 eV
E_tot   -18892.519 eV
HOMO   -10.367 eV
Energy above the lowest of the compared OMol25 structures with the same formula, charge and spin   327.25 kJ/mol
SMILES string   O=CC(F)(F)P

---

(4)
Below is the molecule C3H3FN4O2 at a distorted geometry, with properties calculated with wB97M-V/def2-TZVPD.

Structure (XYZ):
```
13
C3H3FN4O2 | the OMol25 dataset | wB97M-V/def2-TZVPD
O 1.603 -1.512 -0.470
O 2.211 -0.402 -0.859
C 1.631 0.744 -0.082
C -0.011 0.409 0.007
N -0.451 -0.003 1.304
N -1.720 -0.308 1.363
C -2.409 -0.165 0.114
F -3.870 -0.566 0.170
N -1.977 0.289 -1.175
N -0.708 0.593 -1.230
H 1.780 -1.666 0.519
H 1.787 1.778 -0.635
H 2.134 0.810 0.974
```

Output
LUMO level   -1.5032 eV
E_tot   -15924.201 eV
HOMO   -10.550 eV
Energy above the lowest of the compared OMol25 structures with the same formula, charge and spin   0.00 kJ/mol
SMILES string   OOCc1nnc(F)nn1

---

(5)
Below is the ion C2H5N2S with charge +1 at a distorted geometry, with properties calculated with wB97M-V/def2-TZVPD.

Structure (XYZ):
```
10
C2H5N2S | the OMol25 dataset | wB97M-V/def2-TZVPD
N 1.052 1.556 0.023
C -0.008 0.879 -0.217
N -0.167 -0.357 0.004
C -1.485 -0.772 -0.057
S -2.609 0.658 0.064
H 1.634 1.159 0.655
H 1.050 2.468 -0.406
H 0.498 -1.020 0.285
H -1.801 -1.235 -1.122
H -1.709 -1.569 0.626
```

Output
LUMO level (alpha / beta)   -7.4720 / -7.5629 eV
E_tot   -15959.532 eV
HOMO (alpha / beta)   -14.206 / -14.194 eV
Energy above the lowest of the compared OMol25 structures with the same formula, charge and spin   328.62 kJ/mol
SMILES string   [NH2+]=C=[NH+]C[S-]
Charge   +1

---

(6)
Below is the ion C8H14N7 with charge +1 at a distorted geometry, with properties calculated with wB97M-V/def2-TZVPD.

Structure (XYZ):
```
29
C8H14N7 | the OMol25 dataset | wB97M-V/def2-TZVPD
N 1.674 -2.843 2.525
C 1.238 -2.334 1.345
C 1.249 -2.927 0.032
N 0.607 -2.119 -0.827
N 0.298 -0.906 -0.179
C -0.345 0.215 -0.810
N -0.841 -0.174 -2.077
C -2.165 0.410 -2.204
N -2.461 1.028 -0.954
C -1.494 0.977 -0.157
C -1.306 1.814 1.123
N -0.222 2.771 0.914
C 0.957 2.269 0.286
N 0.884 1.478 -0.927
C 0.702 -1.032 1.063
H 2.235 -3.747 2.409
H 1.590 -2.313 3.337
H 1.784 -3.725 -0.161
H 0.300 -2.422 -1.733
H -0.213 0.084 -2.910
H -2.894 -0.361 -2.485
H -2.261 1.189 -3.103
H -2.279 2.350 1.227
H -1.218 1.198 2.056
H -0.755 3.422 0.275
H 1.391 3.225 -0.041
H 1.451 1.764 1.169
H 1.720 0.897 -0.878
H 0.374 -0.189 1.686
```

Output
LUMO level   -3.6487 eV
E_tot   -18943.792 eV
HOMO   -12.275 eV
Energy above the lowest of the compared OMol25 structures with the same formula, charge and spin   199.32 kJ/mol
SMILES string   Nc1c[nH][n+]([C@@]23NCN=C2CNCN3)c1
Charge   +1